# 1
130
Properties=species:S:1:pos:R:3 method="wB97M-V/def2-TZVPD" homo_lumo_gap_ev=6.0890 e_tot_ha=-8169.63327 total_charge=+1 homo_energy_ev=-11.54 lumo_ev=-5.45
C -2.3846 -2.8613 1.6801
C -1.9006 -1.6160 1.1950
C -1.2495 -0.1788 0.6174
S -2.5599 0.1682 -0.6953
O -2.2440 1.3518 -1.6319
O -2.7377 -1.2080 -1.4529
C -4.2975 0.4885 0.0156
F -4.5230 1.9698 -0.1925
F -4.3667 0.3064 1.4965
C -5.5016 -0.2480 -0.8173
F -5.2769 0.1076 -2.2702
F -5.5462 -1.7455 -0.6200
C -7.0171 0.2835 -0.4880
F -7.3113 1.6541 -1.0527
F -7.9427 -0.6318 -1.2574
C -7.4877 0.1836 1.0721
F -8.9929 0.0528 1.0518
F -6.9911 -0.9920 1.8203
F -7.2210 1.4382 1.8588
N -1.3160 0.6097 1.9463
Cl -1.8038 2.2421 1.4935
C 0.0824 0.5038 2.5925
N 0.4891 1.0566 3.7994
B -0.4397 1.8201 4.7610
O -1.4190 1.1595 5.6534
O -0.2416 3.3124 4.7667
P 2.1998 0.9702 4.4122
O 2.2346 1.3901 6.1058
Cl 3.4032 2.4118 3.3318
N 0.9069 -0.3256 1.5837
B 1.5329 -1.5979 2.0607
O 0.6887 -2.5026 2.9134
N 2.9498 -2.0965 1.7666
C 3.2298 -3.4289 2.4526
C 3.9996 -1.0893 2.1824
C 0.3592 -0.2343 0.1417
C 1.1176 1.2048 -0.2046
C 1.1308 1.7166 -1.7277
C 1.3594 3.3736 -1.6891
C 0.0148 4.2078 -1.2650
S -0.0741 5.8510 -2.2282
O -1.0709 5.6374 -3.3985
O 1.2979 6.2241 -2.8958
Cl -0.5553 7.4605 -0.9696
C 0.7495 -1.3377 -0.9797
F 0.2955 -2.7546 -0.7110
F 0.0785 -1.1078 -2.3193
C 2.3533 -1.4320 -1.3853
F 2.5997 -1.1337 -2.8461
F 2.7513 -2.8835 -1.2404
H -3.1062 -3.8054 1.7902
H -0.9857 0.3178 6.0180
H -1.1086 3.7722 4.9938
H 3.1754 1.3442 6.4545
H 0.3317 -3.1755 2.2361
H 2.5945 -4.3187 2.0166
H 4.3700 -3.7352 2.2988
H 3.0451 -3.4124 3.6161
H 5.0301 -1.3404 1.6500
H 4.1275 -0.9991 3.3429
H 3.6280 -0.0326 1.7853
H 0.7875 2.1032 0.4650
H 2.2560 1.0093 0.1074
H 2.1233 1.3049 -2.2475
H 0.2314 1.4381 -2.4134
H 1.8311 3.6750 -2.7188
H 2.1713 3.5360 -0.8317
H 0.0966 4.5270 -0.1293
H -0.9961 3.6364 -1.4080
H 3.0674 -0.8486 -0.6685
C -5.3357 -1.4916 -5.1262
C -5.6825 -2.6805 -4.2313
C -6.2670 -3.7725 -5.1257
S -5.5442 -3.5347 -6.7420
O -6.5938 -3.1569 -7.6649
O -4.6232 -4.6194 -7.0169
C -4.6066 -2.0774 -6.3262
H -4.7198 -0.7549 -4.6021
H -6.2565 -0.9934 -5.4525
H -4.7709 -3.0498 -3.7460
H -6.3849 -2.4002 -3.4401
H -6.0153 -4.7707 -4.7585
H -7.3517 -3.6734 -5.2215
H -4.5714 -1.3993 -7.1805
H -3.5955 -2.3959 -6.0557
C -2.6852 1.0247 9.6510
C -3.5069 -0.1702 10.1321
C -3.0392 -1.3944 9.3469
S -1.3350 -1.0859 8.9088
O -1.2440 -0.9659 7.4689
O -0.4788 -1.9748 9.6686
C -1.2414 0.5461 9.6184
H -2.8065 1.8916 10.3071
H -3.0080 1.3139 8.6437
H -3.3284 -0.3283 11.2027
H -4.5804 -0.0027 9.9998
H -3.1006 -2.3053 9.9478
H -3.6096 -1.5188 8.4223
H -0.5921 1.1804 9.0125
H -0.8359 0.4485 10.6298
C 8.9619 -2.7244 -1.2173
C 8.4878 -1.9911 -2.4712
C 7.2896 -1.1306 -2.0738
S 7.5108 -0.7333 -0.3461
O 6.4512 -1.3656 0.4113
O 7.8216 0.6764 -0.2170
C 9.0070 -1.6740 -0.1176
H 9.9392 -3.1929 -1.3659
H 8.2446 -3.5115 -0.9558
H 9.2947 -1.3496 -2.8456
H 8.2245 -2.6885 -3.2726
H 7.2469 -0.2068 -2.6564
H 6.3501 -1.6803 -2.1776
H 9.0291 -2.1030 0.8857
H 9.8536 -0.9949 -0.2560
C 1.6626 2.4347 -7.7042
C 0.6042 2.1812 -6.6317
C 1.3310 1.7157 -5.3711
S 2.9611 2.4438 -5.4365
O 3.9349 1.3815 -5.5761
O 3.0686 3.4650 -4.4137
C 2.7596 3.2365 -7.0197
H 1.2496 2.9709 -8.5636
H 2.0633 1.4786 -8.0615
H 0.0652 3.1135 -6.4237
H -0.1335 1.4415 -6.9581
H 0.8197 2.0505 -4.4651
H 1.4460 0.6284 -5.3539
H 3.7042 3.2257 -7.5661
H 2.4400 4.2673 -6.8396

=====

# 2
97
Properties=species:S:1:pos:R:3 method="wB97M-V/def2-TZVPD" homo_lumo_gap_ev=3.1465 relative_energy_kcal_mol=39.7 e_tot_ha=-2009.45159 total_charge=-2 homo_energy_ev=1.10 lumo_ev=4.25
Pd 0.4853 -1.1963 0.0826
C -0.6103 -1.1975 3.0605
C 0.4917 -0.5224 3.8822
C -0.0350 -0.0369 5.2338
C 1.1293 0.5880 3.0891
C 1.5662 1.8645 3.5126
C 2.1339 2.4237 2.3854
N 2.0480 1.5228 1.3837
N 1.4296 0.4176 1.8098
B 2.8662 1.5698 0.0711
N 2.0114 1.4945 -1.2196
C 2.0714 2.4003 -2.2209
C 1.5334 1.8244 -3.3509
C 1.1390 0.5296 -2.9362
N 1.4304 0.3693 -1.6539
C 0.5664 -0.5626 -3.8087
C 0.3412 -1.8604 -3.0197
C -0.7271 -0.1040 -4.4954
N 3.9092 0.4026 0.0827
C 5.2464 0.5852 0.0847
C 5.8548 -0.6442 0.1426
C 4.7837 -1.5622 0.1793
N 3.6244 -0.9106 0.1392
C 4.9236 -3.0668 0.1831
C 3.6145 -3.7768 0.5235
C 5.4576 -3.5044 -1.1889
H -0.8749 -2.1740 3.4760
H -1.5084 -0.5715 3.0463
H -0.2557 -1.3364 2.0041
H 1.2743 -1.2674 4.0760
H -0.8030 0.7286 5.0946
H -0.4793 -0.8758 5.7737
H 0.7626 0.3852 5.8532
H 1.4756 2.3115 4.4901
H 2.6019 3.3847 2.2390
H 3.5045 2.5959 0.0438
H 2.5010 3.3788 -2.0735
H 1.4388 2.2618 -4.3333
H 1.3025 -0.7398 -4.6055
H 0.2025 -1.6365 -1.9304
H -0.5446 -2.3938 -3.3748
H 1.2028 -2.5260 -3.1093
H -1.5448 -0.0810 -3.7745
H -0.6216 0.8957 -4.9271
H -0.9947 -0.7984 -5.2964
H 5.6744 1.5744 0.0378
H 6.9127 -0.8581 0.1569
H 5.6870 -3.3342 0.9273
H 2.7435 -3.2299 0.1245
H 3.6186 -4.7971 0.1320
H 3.4804 -3.8241 1.6055
H 4.6928 -3.3395 -1.9507
H 6.3417 -2.9210 -1.4583
H 5.7325 -4.5637 -1.1880
C -3.4659 -0.8188 -1.7357
N -3.9935 -0.8039 -0.3793
C -4.4539 0.5212 -0.0297
C -2.9376 -1.2472 0.5532
C -2.4835 -2.6634 0.2705
C -3.4630 -3.6569 0.2696
C -3.1387 -4.9706 -0.0376
C -1.8150 -5.2648 -0.3456
C -0.8531 -4.2604 -0.3243
C -1.1182 -2.9103 -0.0090
H -4.1886 -0.3695 -2.4252
H -3.2790 -1.8504 -2.0327
H -2.5088 -0.2781 -1.7969
H -5.2652 0.8219 -0.7016
H -3.6549 1.2820 -0.0856
H -4.8409 0.5130 0.9932
H -3.3544 -1.1732 1.5674
H -2.0523 -0.5962 0.4786
H -4.4946 -3.3907 0.4932
H -3.8988 -5.7481 -0.0413
H -1.5436 -6.2859 -0.6125
H 0.1601 -4.5480 -0.5985
C -1.7889 2.6222 2.6314
N -1.9466 3.2859 1.3569
C -2.7211 4.4992 1.3432
C -2.3921 5.3083 0.1023
C -2.6566 4.4179 -1.0978
N -1.8701 3.2175 -0.9909
C -1.6354 2.4715 -2.2072
C -1.5513 2.6040 0.2124
O -0.9529 1.5485 0.2616
H -1.2428 3.2612 3.3305
H -1.2159 1.7167 2.4560
H -2.7639 2.3653 3.0658
H -2.4847 5.0665 2.2495
H -3.8029 4.2845 1.3620
H -1.3333 5.5757 0.1158
H -2.9950 6.2180 0.0613
H -2.3750 4.9281 -2.0247
H -3.7337 4.1897 -1.1689
H -1.0678 3.0715 -2.9223
H -2.5806 2.1601 -2.6702
H -1.0542 1.5903 -1.9478

=====

# 3
92
Properties=species:S:1:pos:R:3 method="wB97M-V/def2-TZVPD" homo_lumo_gap_ev="5.4424 / 5.4393" relative_energy_kcal_mol=0.7 e_tot_ha=-4068.58340 total_charge=+3 homo_energy_ev="-16.54 / -16.53" lumo_ev="-11.09 / -11.09"
Os 0.2394 -0.8046 1.4225
C 1.4916 5.2817 -1.5139
C 0.4560 5.2340 -0.3761
C 0.8781 6.2003 0.7300
C -0.9284 5.6427 -0.9104
C 0.3643 3.8070 0.1245
C 0.5979 3.4426 1.4536
C 0.5053 2.1282 1.8408
N 0.1851 1.1425 0.9793
C -0.0681 1.4665 -0.3220
C 0.0243 2.7689 -0.7534
C -0.4677 0.3277 -1.1605
C -0.8936 0.4239 -2.4671
C -1.3284 -0.7076 -3.1673
C -1.3066 -1.9128 -2.4665
C -0.8577 -1.9532 -1.1624
N -0.4379 -0.8618 -0.5126
C -1.7985 -0.5838 -4.6065
C -2.2257 -1.9339 -5.1806
C -2.9928 0.3838 -4.6469
C -0.6395 -0.0207 -5.4461
H 1.6001 6.3121 -1.8511
H 1.1884 4.6891 -2.3786
H 2.4706 4.9362 -1.1777
H 0.9228 7.2091 0.3224
H 1.8697 5.9662 1.1224
H 0.1632 6.2198 1.5550
H -0.8789 6.6689 -1.2739
H -1.6865 5.6021 -0.1264
H -1.2515 5.0167 -1.7440
H 0.8633 4.1788 2.1976
H 0.6934 1.8332 2.8636
H -0.1676 2.9935 -1.7926
H -0.9028 1.3873 -2.9564
H -1.6324 -2.8337 -2.9275
H -0.8254 -2.8836 -0.6087
H -3.0513 -2.3766 -4.6195
H -1.3977 -2.6447 -5.2169
H -2.5736 -1.7923 -6.2028
H -3.8277 0.0099 -4.0512
H -3.3362 0.4853 -5.6760
H -2.7300 1.3825 -4.2932
H 0.2334 -0.6746 -5.4099
H -0.3399 0.9777 -5.1220
H -0.9551 0.0583 -6.4860
C 3.8895 0.5699 0.6962
C 3.5106 -0.6034 -0.1959
As 2.4410 -1.9651 0.7086
C 3.4833 -2.5261 2.2561
C 4.8587 -3.1069 1.9377
C 2.2305 -3.3813 -0.6151
C 3.5167 -4.0224 -1.1312
H 4.5041 1.2756 0.1382
H 4.4727 0.2545 1.5618
H 3.0123 1.1138 1.0549
H 4.3967 -1.1164 -0.5721
H 2.9289 -0.2933 -1.0663
H 2.8726 -3.2264 2.8274
H 3.5788 -1.6188 2.8572
H 4.7874 -4.1012 1.5058
H 5.4349 -3.1897 2.8586
H 5.4269 -2.4730 1.2564
H 1.6935 -2.8896 -1.4301
H 1.5587 -4.1296 -0.1900
H 4.2668 -3.2854 -1.4155
H 3.2868 -4.6090 -2.0200
H 3.9559 -4.6969 -0.4015
C -1.7652 -2.0368 5.2966
Si -0.8195 -1.9285 3.7218
C 0.6640 -0.7785 3.8785
C -0.3086 -3.5626 2.9887
N -1.5304 -1.0114 2.3027
C -2.8143 -0.7769 1.9788
C -3.8624 -1.4651 2.6600
C -5.1747 -1.2119 2.3620
C -5.4947 -0.2709 1.3753
C -4.4832 0.4123 0.6852
C -3.1668 0.1650 0.9702
H -1.0467 -2.3239 6.0722
H -2.5301 -2.8143 5.2764
H -2.2168 -1.0930 5.6036
H 1.4603 -1.2758 4.4368
H 0.3504 0.1162 4.4195
H 1.2752 -0.3779 3.0126
H 0.4987 -4.0170 3.5669
H 0.0229 -3.5086 1.9403
H -1.1533 -4.2571 3.0028
H -3.6198 -2.2012 3.4147
H -5.9621 -1.7375 2.8845
H -6.5320 -0.0674 1.1434
H -4.7476 1.1403 -0.0698
H -2.3963 0.7101 0.4505